The following is a quantum chemistry calculation of an isolated ion of composition C5H6O2PS and charge -1, from the OMol25 dataset.

Max |F|, eV Å⁻¹: 4.93
Charge: -1
Relative energy (zero: lowest compared OMol25 entry of this formula, charge and spin), eV: 0.888
E, Ha: -1084.24013
Highest occupied orbital energy, eV: -4.010
Structure (SMILES): [O-][P@](O)(=S)C1=CC=CC1
Orbital gap, eV: 7.60

CARTESIAN COORDINATES (ANGSTROEM)
C -1.910 -0.679 0.634
C -0.607 -1.238 0.590
C -1.929 0.547 0.124
C 0.187 -0.251 -0.017
C -0.614 0.934 -0.340
O 2.389 -1.854 0.012
O 2.150 0.097 -1.615
P 1.983 -0.434 -0.082
S 2.778 1.162 0.892
H -2.804 -1.220 1.071
H -0.326 -2.117 1.015
H -2.842 1.142 0.258
H -0.298 1.182 -1.407
H -0.122 1.740 0.444
H 1.964 0.990 -1.577

***

The following is a quantum chemistry calculation of one molecule with the formula C5H6O2S, from the OMol25 dataset.

Max |F|, eV Å⁻¹: 4.94
Relative energy (zero: lowest compared OMol25 entry of this formula, charge and spin), eV: 3.211
E, Ha: -742.66687
Highest occupied orbital energy, eV: -9.034
Structure (SMILES): C=C[C@@H](C=S)OC=O
Orbital gap, eV: 7.99

CARTESIAN COORDINATES (ANGSTROEM)
C 1.948 0.296 -0.872
C 0.662 0.359 -0.666
C 0.093 -0.408 0.496
C -1.975 -0.684 -0.749
C -0.226 0.477 1.646
H 2.524 -0.500 -0.382
H 2.564 0.858 -1.787
H -0.229 1.001 -1.145
H 0.981 -1.102 0.744
H -2.651 -1.518 -1.195
H -0.975 1.385 1.426
O -1.034 -1.222 0.030
O -2.061 0.500 -0.818
S 0.382 0.559 3.274

***

The following is a quantum chemistry calculation of one molecule with the formula C5H6O2S, from the OMol25 dataset.

Max |F|, eV Å⁻¹: 4.48
Relative energy (zero: lowest compared OMol25 entry of this formula, charge and spin), eV: 4.302
E, Ha: -742.62680
Highest occupied orbital energy, eV: -9.153
Structure (SMILES): O=CS/C=C\[C@H]1CO1
Orbital gap, eV: 9.37

CARTESIAN COORDINATES (ANGSTROEM)
C -2.380 -0.408 -0.360
C -0.491 1.605 0.051
C 0.704 1.170 -0.545
C 1.144 -0.296 -0.274
C 1.361 -1.200 0.839
H -1.581 -0.107 -1.212
H -0.840 2.671 0.255
H 1.472 1.811 -1.171
H 1.829 -0.429 -1.004
H 2.205 -1.854 0.851
H 1.001 -0.877 1.922
O -3.401 -1.032 -0.356
O 0.412 -1.405 -0.133
S -1.436 0.350 1.139

***

The following is a quantum chemistry calculation of C5H6O2S as an isolated structure, from the OMol25 dataset.

Max |F|, eV Å⁻¹: 4.96
Relative energy (zero: lowest compared OMol25 entry of this formula, charge and spin), eV: 3.137
E, Ha: -742.66959
Highest occupied orbital energy, eV: -8.975
Orbital gap, eV: 8.64

CARTESIAN COORDINATES (ANGSTROEM)
C 0.967 0.403 0.348
C 0.756 -0.498 -0.971
C -0.611 -1.051 -0.518
C -0.365 0.183 0.952
C -1.460 0.056 -0.071
H 0.740 2.339 0.619
H 1.809 0.005 0.904
H 1.461 -1.295 -1.075
H 0.641 0.173 -1.763
H -1.166 -1.827 -0.969
H -0.538 0.527 1.984
O 1.125 1.734 -0.192
O -0.362 -1.352 0.869
S -2.998 0.603 -0.118

***

The following is a quantum chemistry calculation of one molecule with the formula C5H6O2S, from the OMol25 dataset.

Max |F|, eV Å⁻¹: 2.01
Relative energy (zero: lowest compared OMol25 entry of this formula, charge and spin), eV: 1.906
E, Ha: -742.71485
Highest occupied orbital energy, eV: -9.879
Structure (SMILES): C=C[C@@H]1O[C@H]1C(=O)S
Orbital gap, eV: 10.27

CARTESIAN COORDINATES (ANGSTROEM)
C 2.016 0.497 -0.125
C 0.586 0.155 -0.391
C -0.503 0.387 0.626
C -1.725 -0.409 0.606
C -2.454 -0.545 -0.487
H 4.203 -0.166 0.008
H 0.461 -0.606 -1.141
H -0.290 0.811 1.608
H -2.120 -0.859 1.535
H -2.127 -0.045 -1.399
H -3.292 -1.184 -0.474
O 2.407 1.608 0.165
O -0.258 1.273 -0.491
S 3.096 -0.917 -0.039

***

The following is a quantum chemistry calculation of one molecule with the formula C5H6O2S, from the OMol25 dataset.

Max |F|, eV Å⁻¹: 6.11
Relative energy (zero: lowest compared OMol25 entry of this formula, charge and spin), eV: 4.142
E, Ha: -742.63269
Highest occupied orbital energy, eV: -8.774
Structure (SMILES): S=C1C[C@@H]2CO[C@H]1O2
Orbital gap, eV: 7.86

CARTESIAN COORDINATES (ANGSTROEM)
C -1.274 0.150 0.071
C -0.430 1.406 -0.208
C 1.008 0.501 0.071
C 0.993 -0.840 -0.735
C -0.495 -0.807 0.889
H -0.508 2.323 0.549
H -0.708 1.953 -1.215
H 2.172 0.955 -0.071
H 0.779 -0.828 -1.722
H 1.920 -1.442 -0.721
H -1.136 -1.404 1.749
O -0.009 -1.682 -0.080
O 0.685 0.027 1.365
S -2.998 -0.313 0.060

***

The following is a quantum chemistry calculation of one molecule with the formula C5H6O2S, from the OMol25 dataset.

Max |F|, eV Å⁻¹: 7.29
Relative energy (zero: lowest compared OMol25 entry of this formula, charge and spin), eV: 6.544
E, Ha: -742.54440
Highest occupied orbital energy, eV: -8.914
Structure (SMILES): O=C[C@H]1O[C@@H]2C[C@H]2S1
Orbital gap, eV: 9.22

CARTESIAN COORDINATES (ANGSTROEM)
C -2.136 -0.280 -0.300
C -1.160 0.349 0.770
C 0.634 -0.431 -0.350
C 2.200 -0.251 -0.382
C 1.158 0.849 0.036
H -1.876 -1.206 -0.681
H -1.661 0.284 1.840
H 0.109 -0.692 -1.344
H 2.358 -0.134 -1.464
H 3.176 -0.641 0.274
H 1.160 0.896 1.257
O -3.362 0.020 -0.408
O -0.168 -0.654 0.837
S -0.432 1.891 -0.084

***

The following is a quantum chemistry calculation of a 2-piece molecular cluster, C5H6O2S3 overall, from the OMol25 dataset.

Max |F|, eV Å⁻¹: 2.62
Relative energy (zero: lowest compared OMol25 entry of this formula, charge and spin), eV: 0.754
E, Ha: -1539.07247
Highest occupied orbital energy, eV: -7.597
Structure (SMILES): C1=CSC=CO1.O=C(S)S
Orbital gap, eV: 8.03

CARTESIAN COORDINATES (ANGSTROEM)
C -2.997 0.199 -0.282
C 1.256 0.859 -0.405
C 1.566 -0.325 -0.918
C 3.629 -0.173 0.722
C 3.093 0.994 1.055
H -4.817 -0.581 0.869
H -1.255 1.042 -1.506
H 0.376 1.412 -0.716
H 0.922 -0.761 -1.672
H 4.544 -0.493 1.205
H 3.541 1.645 1.799
O -3.748 0.798 -0.999
O 1.946 1.560 0.553
S -3.517 -0.825 1.084
S -1.219 0.221 -0.447
S 2.976 -1.300 -0.477

***

The following is a quantum chemistry calculation of one molecule with the formula C5H6O3, from the OMol25 dataset.

Max |F|, eV Å⁻¹: 1.30
Relative energy (zero: lowest compared OMol25 entry of this formula, charge and spin), eV: 0.228
E, Ha: -419.83102
Highest occupied orbital energy, eV: -9.201
Structure (SMILES): C[C@@H](C=C=O)C(=O)O
Orbital gap, eV: 9.81

CARTESIAN COORDINATES (ANGSTROEM)
C -1.439 0.638 0.446
C 0.014 -1.121 -0.659
C 2.042 0.411 0.374
C 0.990 1.036 -0.046
C -0.285 0.360 -0.517
O -0.124 -1.792 0.488
O 0.376 -1.646 -1.677
O 2.991 -0.139 0.758
H 0.133 -2.720 0.370
H 1.002 2.113 -0.060
H -0.528 0.738 -1.516
H -1.617 1.708 0.512
H -2.348 0.158 0.092
H -1.207 0.258 1.435

***

The following is a quantum chemistry calculation of C5H6O3 as an isolated structure, from the OMol25 dataset.

Max |F|, eV Å⁻¹: 5.62
Relative energy (zero: lowest compared OMol25 entry of this formula, charge and spin), eV: 5.318
E, Ha: -419.64397
Highest occupied orbital energy, eV: -9.658
Orbital gap, eV: 10.54

CARTESIAN COORDINATES (ANGSTROEM)
C -0.635 0.392 0.949
C 0.845 -0.325 0.861
C 0.144 1.129 -0.275
C 0.276 0.049 -1.313
C 0.699 -1.125 -0.571
H -1.785 -0.912 0.381
H -0.502 0.928 1.971
H 1.646 -0.514 1.731
H 0.098 2.216 -0.732
H 0.679 0.229 -2.406
H 1.538 -1.728 -0.889
O -1.838 -0.130 1.093
O 1.301 0.957 0.349
O -0.669 -0.944 -1.187

***

What is the formula in the third record?
C5H6O2S